The following is a quantum chemistry calculation of C41H50N3O6RuS2 as an isolated structure, from OMol25.

```
103
Properties=species:S:1:pos:R:3:mulliken_charge:R:1
Ru -0.50426 -0.82943 -0.45637 0.476
C -0.26072 -2.82832 0.90591 -0.516
C 0.62386 -3.03738 -0.15925 -0.033
C 1.76428 -2.03471 0.03444 1.589
C 1.45606 -1.34297 1.19247 -1.609
C 0.28189 -1.87437 1.81068 0.948
C -0.05887 -1.77527 3.28296 2.036
C -1.33736 -0.99436 3.60846 -1.436
C 1.10912 -1.13051 4.03696 -1.546
C -0.24127 -3.22080 3.78252 -1.740
C 3.12993 -1.77949 -0.60065 1.160
C 3.27396 -0.26395 -0.84087 -1.649
C 3.49656 -2.48736 -1.89934 -1.846
C 4.15391 -2.22070 0.47036 -1.644
C 0.55571 -4.31579 -0.97831 1.480
C 1.66532 -5.20158 -0.36284 -1.559
C 0.72174 -4.20736 -2.49753 -1.616
C -0.78185 -5.02901 -0.73529 -2.205
H -1.15544 -3.39991 1.08295 0.955
H 2.04780 -0.54715 1.61139 0.784
H -1.19305 0.07483 3.46421 0.108
H -1.55399 -1.14968 4.66643 0.610
H -2.19228 -1.32670 3.02313 0.299
H 1.25822 -0.09599 3.72728 0.113
H 2.04028 -1.68198 3.89330 0.292
H 0.88507 -1.12064 5.10385 0.481
H -1.13876 -3.68004 3.36788 0.377
H -0.34709 -3.20386 4.86739 0.450
H 0.61846 -3.84695 3.53692 0.332
H 2.57556 0.08271 -1.59994 0.177
H 4.28145 -0.06039 -1.20585 0.533
H 3.11948 0.33812 0.05366 0.320
H 2.88242 -2.16914 -2.73173 0.108
H 3.48235 -3.57172 -1.82164 0.213
H 4.52151 -2.20228 -2.14099 0.626
H 4.05638 -1.64297 1.38955 0.294
H 5.16102 -2.07099 0.08027 0.487
H 4.04254 -3.27821 0.71650 0.334
H 2.66262 -4.79552 -0.50990 0.283
H 1.62922 -6.18473 -0.83371 0.493
H 1.50333 -5.33490 0.70892 0.285
H 1.47928 -3.50757 -2.82045 0.155
H -0.22547 -3.93161 -2.95980 0.173
H 0.98407 -5.19539 -2.87892 0.708
H -0.89798 -5.35742 0.29838 0.387
H -0.81489 -5.92044 -1.36220 0.453
H -1.62585 -4.39583 -1.01309 0.410
O -2.21250 0.04338 0.91011 -0.755
C -1.49008 1.02935 1.18420 -0.937
N -1.82516 2.14701 1.84954 0.478
C -0.65593 3.02805 1.96604 3.754
C 0.38648 2.21401 1.13147 -1.947
O 1.51577 2.56347 0.88997 -0.638
N -0.21299 1.04621 0.74640 1.571
C -0.24536 3.14880 3.43036 -0.245
C 0.97701 2.70771 3.91591 -0.105
C 1.26365 2.80606 5.27288 -0.989
C 0.33589 3.34364 6.14877 -0.536
C -0.88156 3.80485 5.66312 -0.940
C -1.16446 3.71513 4.31203 -0.518
C -0.88886 4.39459 1.33899 -0.770
C -2.14328 4.78971 0.89082 -0.035
C -2.32533 6.04875 0.33198 -1.043
C -1.25368 6.91823 0.21381 -0.509
C -0.00065 6.53000 0.67064 -0.979
C 0.18178 5.28044 1.23829 -0.474
H -2.63834 2.19357 2.44081 0.455
H 1.72617 2.31691 3.23914 0.706
H 2.22359 2.46718 5.64102 0.465
H 0.56319 3.42101 7.20362 0.427
H -1.60412 4.24590 6.33709 0.431
H -2.10245 4.10975 3.93489 0.413
H -2.98974 4.12045 0.97251 0.503
H -3.31070 6.35165 0.00010 0.479
H -1.39403 7.89931 -0.22034 0.435
H 0.83912 7.20746 0.58964 0.439
H 1.15805 4.98294 1.59534 0.455
C -3.43222 2.58820 -1.65376 -1.296
S -1.66246 2.30254 -1.63076 1.061
C -1.24099 3.04810 -3.19444 -1.169
O -1.53888 0.80440 -1.84842 -0.665
H -3.85339 2.13890 -2.55161 0.487
H -3.62562 3.66040 -1.62229 0.401
H -3.84366 2.10778 -0.76741 0.309
H -1.41667 4.12107 -3.10466 0.466
H -1.84210 2.61247 -3.99134 0.418
H -0.18692 2.84878 -3.36832 0.319
O -1.69972 -1.95319 -2.01249 -0.987
C -0.96732 -1.54871 -2.94920 1.347
N 0.24161 -1.06990 -2.67130 0.168
S 0.91149 -0.34475 -4.00614 0.879
O 2.08552 -1.04688 -4.42910 -0.761
O 1.00936 1.06964 -3.79230 -0.732
C -0.42778 -0.76116 -5.08746 0.375
C -0.56995 -0.49691 -6.43247 -1.022
C -1.72823 -0.96401 -7.04359 -0.544
C -2.69508 -1.66408 -6.32690 -0.720
C -2.53589 -1.91908 -4.97037 -0.592
C -1.37881 -1.45959 -4.36606 0.147
H 0.17964 0.04717 -6.99068 0.534
H -1.88443 -0.77833 -8.09793 0.444
H -3.58203 -2.01246 -6.83849 0.439
H -3.28113 -2.45626 -4.39973 0.571
```

Summary:
Net charge: +1
Energy relative to the best compared isomer or geometry (same formula, charge and spin) in kcal per mole: 0.0
Largest force on an atom in Eh/bohr: 0.0148
Multiplicity: 5

=====

The following is a quantum chemistry calculation of a 6-piece molecular cluster, C41H51Br3ClFN6O4 overall at a distorted geometry, from OMol25.

```
107
Properties=species:S:1:pos:R:3:mulliken_charge:R:1
C 3.70204 -3.47185 0.44575 -1.273
C 2.72737 -2.36381 0.85038 -0.452
O 1.55868 -2.36226 0.03164 -0.063
C 1.41371 -1.28527 -0.85329 -0.642
C -0.02330 -1.27485 -1.36428 0.806
C -0.26144 -2.39289 -2.39208 -1.421
C -0.30511 -3.79320 -1.84345 0.577
O -0.76621 -4.18994 -0.86842 -0.339
Cl 0.43542 -4.96114 -3.00404 -0.271
O -0.93878 -1.34945 -0.28647 -0.305
C -1.81002 -0.25486 -0.01782 2.451
C -0.96994 1.01644 0.24638 -0.790
C -0.25650 1.20287 1.58629 1.167
C 0.46578 0.00057 2.19267 -1.051
F -1.19014 1.70774 2.53174 -0.360
C -2.65057 -0.65221 1.21525 -1.487
Br -2.36899 -2.37856 1.92876 -0.070
C -3.59051 0.05627 1.83626 0.240
C -4.38654 -0.37878 3.03630 -1.381
Br -4.04498 1.83112 1.29888 -0.183
C -2.83437 -0.06036 -1.19657 -0.298
C -2.43343 0.86560 -2.36890 -0.966
N -3.25188 2.06558 -2.53280 -0.721
O -3.13593 -1.38433 -1.64550 -0.154
C -4.49202 -1.59953 -1.89447 -0.510
Br -4.71626 -3.45995 -2.33873 -0.170
H 4.04808 -4.03657 1.31582 0.317
H 4.57676 -3.08452 -0.08548 0.328
H 3.18611 -4.18457 -0.20468 0.284
H 2.37753 -2.50494 1.87961 0.298
H 3.20176 -1.37448 0.79458 0.442
H 2.08607 -1.39655 -1.72238 0.447
H 1.65620 -0.32419 -0.37210 0.298
H -0.14389 -0.33333 -1.91278 -0.375
H -1.21882 -2.25052 -2.90237 0.373
H 0.52776 -2.34425 -3.14698 0.576
H -0.18124 1.07151 -0.51382 0.136
H -1.58473 1.91004 0.08442 0.700
H 0.45104 2.02490 1.43326 -0.286
H 0.30243 -0.92449 1.63937 -0.205
H 0.10200 -0.14600 3.21465 0.467
H 1.54182 0.19218 2.25386 0.349
H -4.74651 -1.40281 2.90455 0.344
H -5.24039 0.27864 3.19836 0.471
H -3.75480 -0.34776 3.93250 0.283
H -3.74825 0.36658 -0.77172 0.788
H -2.50750 0.27285 -3.28876 0.461
H -1.39304 1.18679 -2.29158 0.187
H -3.47135 2.48296 -1.63374 0.234
H -4.13992 1.84411 -2.97172 0.351
H -4.86819 -1.03069 -2.75182 0.307
H -5.10350 -1.41072 -1.00478 0.331
N 4.27508 -6.85937 0.39427 -0.309
C 5.34181 -7.35806 -0.22548 -0.160
C 6.05692 -8.45210 0.23937 -0.498
C 5.64121 -9.06253 1.41193 -0.152
C 4.53081 -8.55445 2.06670 -0.529
C 3.88517 -7.45589 1.51795 -0.131
H 5.63888 -6.85643 -1.14028 0.352
H 6.91658 -8.81406 -0.30810 0.353
H 6.17163 -9.91939 1.80704 0.362
H 4.16679 -8.99846 2.98315 0.355
H 3.00955 -7.03512 2.00087 0.362
N 1.28351 4.19316 4.54079 -0.594
C 0.03753 4.16648 4.06643 -0.329
C -0.67654 5.30896 3.73109 -0.437
C -0.06659 6.54282 3.88190 -0.339
C 1.24251 6.58088 4.33585 -0.398
C 1.86491 5.38427 4.65706 -0.226
H -0.38752 3.18451 3.90744 0.724
H -1.67918 5.22105 3.33470 0.430
H -0.58725 7.45466 3.61842 0.385
H 1.77807 7.51641 4.42850 0.422
H 2.89676 5.38273 4.99420 0.362
N 1.36894 3.73571 0.39710 -0.075
C 2.07378 4.57109 1.16253 -0.520
C 2.43371 5.84959 0.76420 -0.701
C 2.04547 6.28618 -0.49259 -0.268
C 1.31126 5.43151 -1.29975 -0.772
C 1.00134 4.17265 -0.80706 -0.250
H 2.35081 4.19390 2.13983 0.614
H 3.00078 6.48483 1.43134 0.404
H 2.30606 7.27713 -0.84325 0.433
H 0.99914 5.74110 -2.28809 0.577
H 0.42713 3.47722 -1.41158 0.399
N 1.47344 7.23524 -4.24539 -0.264
C 2.70936 7.42729 -4.70100 -0.106
C 3.00221 8.19455 -5.81850 -0.650
C 1.95563 8.79345 -6.50105 -0.127
C 0.66395 8.60043 -6.03799 -0.625
C 0.47656 7.81617 -4.90976 -0.101
H 3.50310 6.94097 -4.14395 0.379
H 4.02678 8.31603 -6.14228 0.352
H 2.14312 9.39909 -7.37821 0.371
H -0.18464 9.04668 -6.53806 0.354
H -0.52072 7.64534 -4.51915 0.364
N -5.07962 -7.99766 1.90859 -0.558
C -4.72534 -7.94539 0.62575 -0.234
C -4.08344 -6.85970 0.04896 -0.560
C -3.78954 -5.76256 0.84314 0.396
C -4.15452 -5.80381 2.17979 -0.334
C -4.79211 -6.93814 2.66127 -0.307
H -4.96780 -8.81952 0.03058 0.338
H -3.81343 -6.87518 -0.99884 0.368
H -3.29182 -4.89945 0.42589 0.257
H -3.95241 -4.97107 2.84099 0.262
H -5.08931 -7.00082 3.70297 0.342
```

Summary:
Energy relative to the best compared isomer or geometry (same formula, charge and spin) in kcal per mole: 0.0
SMILES string: CCOC[C@@H](CC(=O)Cl)O[C@](C[C@H](C)F)(/C(Br)=C(/C)Br)[C@@H](CN)OCBr.c1ccncc1.c1ccncc1.c1ccncc1.c1ccncc1.c1ccncc1
Largest force on an atom in Eh/bohr: 0.0535